Run P
{"formula": "H30O15", "method": "wB97M-V/def2-TZVPD", "elements": ["O", "H", "H", "O", "H", "H", "O", "H", "H", "O", "H", "H", "O", "H", "H", "O", "H", "H", "O", "H", "H", "O", "H", "H", "O", "H", "H", "O", "H", "H", "O", "H", "H", "O", "H", "H", "O", "H", "H", "O", "H", "H", "O", "H", "H"], "positions_angstrom": [[-1.83827, -1.69149, -1.74987], [-1.02027, -1.63249, -2.30587], [-1.68627, -1.68249, -0.79987], [1.60873, 0.83351, -1.71087], [1.19773, 1.37751, -2.33587], [1.47073, -0.04249, -2.09087], [0.29473, 1.44351, 2.43913], [0.34773, 0.71351, 3.07013], [-0.05527, 0.98251, 1.63113], [3.21673, -1.87649, -1.33287], [3.54473, -2.76449, -1.48287], [2.32773, -1.92449, -1.03987], [3.44473, -1.19449, 1.31213], [3.38973, -1.46449, 0.40413], [2.60473, -1.44749, 1.64813], [-1.45827, -1.13549, 2.86713], [-1.92827, -0.31949, 2.82413], [-0.53227, -0.97149, 2.93913], [0.17673, 2.67151, -3.35687], [-0.18727, 3.43851, -3.81187], [-0.51927, 2.49451, -2.69787], [-1.85127, -2.69949, 0.84313], [-1.67327, -2.32149, 1.71013], [-1.76727, -3.60549, 1.01013], [-0.88027, 2.91651, -0.41887], [-1.40527, 2.29951, -0.91087], [-1.36127, 3.70351, -0.25987], [1.28673, -1.20249, 3.15213], [1.61373, -2.07049, 3.05113], [1.37973, -1.11249, 4.08313], [-2.80927, 1.13151, 1.31813], [-3.70527, 0.87151, 1.21513], [-2.24627, 0.66451, 0.73513], [0.84473, -2.43249, 0.23213], [1.24273, -3.30649, 0.28313], [-0.06527, -2.70449, 0.17513], [-0.36527, 0.08651, 0.30113], [0.29273, -0.57049, 0.47713], [-0.05127, 0.64951, -0.40287], [-2.03827, 1.06151, -2.18287], [-1.81427, 0.17551, -1.92687], [-2.56527, 1.13451, -2.94287], [1.40873, 4.11951, -1.08487], [0.78973, 3.43351, -0.83687], [1.34073, 3.97051, -2.03987]], "e_lumo_ev": -0.4879}

---

Run Q
{"formula": "H30O15", "method": "wB97M-V/def2-TZVPD", "elements": ["O", "H", "H", "O", "H", "H", "O", "H", "H", "O", "H", "H", "O", "H", "H", "O", "H", "H", "O", "H", "H", "O", "H", "H", "O", "H", "H", "O", "H", "H", "O", "H", "H", "O", "H", "H", "O", "H", "H", "O", "H", "H", "O", "H", "H"], "positions_angstrom": [[8.42500, 3.02100, 14.74900], [9.20400, 3.10700, 14.21300], [7.87200, 2.52700, 14.08900], [9.86200, -0.33500, 15.23900], [10.05100, 0.20600, 14.50300], [8.90500, -0.45100, 15.16500], [5.98400, 3.98300, 16.80300], [5.14400, 4.46000, 16.71500], [6.76800, 4.51100, 16.56100], [9.62400, 4.46800, 16.61600], [10.16400, 3.79100, 16.99600], [9.15100, 3.88700, 16.01300], [7.28500, -1.21100, 14.23200], [6.62000, -1.74300, 14.66500], [7.39300, -1.70900, 13.39500], [5.04200, 0.39800, 14.17500], [5.94700, 0.06700, 14.27100], [4.67800, 0.53100, 15.08000], [5.24100, 3.14600, 14.46800], [5.35800, 2.16100, 14.26900], [5.65700, 3.39100, 15.24200], [7.31000, 0.86800, 16.52300], [6.45600, 0.45800, 16.53900], [7.39100, 1.62400, 15.92600], [3.55100, 1.01500, 16.91000], [3.13100, 1.83700, 16.62600], [3.22200, 0.83500, 17.78200], [5.28500, -1.01000, 17.17100], [4.56100, -0.39900, 17.28000], [5.56600, -1.35900, 17.99500], [7.98900, 0.35400, 19.17700], [7.54700, -0.39400, 19.59500], [7.44900, 0.74700, 18.48600], [5.40200, -2.88300, 15.31000], [5.51900, -2.28900, 16.09300], [4.68500, -2.50900, 14.77200], [10.23000, 1.61700, 17.18700], [9.97100, 0.92700, 16.57300], [9.75600, 1.40700, 17.95400], [7.53700, 1.39600, 12.85800], [7.74200, 0.57400, 13.27200], [7.83900, 1.22400, 11.97100], [5.44300, 2.44400, 18.89100], [5.72900, 2.76400, 18.07500], [6.14300, 1.99300, 19.31200]], "e_lumo_ev": -0.2986}

---

Run R
{"formula": "H30O15", "method": "wB97M-V/def2-TZVPD", "elements": ["H", "H", "H", "H", "H", "H", "H", "H", "H", "H", "H", "H", "H", "H", "H", "H", "H", "H", "H", "H", "H", "H", "H", "H", "H", "H", "H", "H", "H", "H", "O", "O", "O", "O", "O", "O", "O", "O", "O", "O", "O", "O", "O", "O", "O"], "positions_angstrom": [[-0.81186, -0.56377, -0.63858], [0.57770, -0.03444, -0.27438], [-0.59472, -1.21024, -3.29219], [0.28941, -1.28527, -4.54149], [3.34099, 1.35574, -2.22477], [2.33533, 1.66275, -3.29199], [1.98769, 1.63288, 2.56990], [0.61297, 1.35461, 2.66824], [-4.18574, -2.39614, -1.09931], [-4.50631, -0.96312, -0.91202], [2.48756, -0.28299, -0.15276], [3.65417, -0.87257, 0.81481], [-2.39833, 0.29305, 3.14773], [-2.01681, 1.67583, 2.63754], [-0.94972, 1.48519, -2.52806], [-1.86164, 1.04280, -3.69147], [0.68249, -2.11416, -1.78998], [0.14257, -3.58950, -1.40184], [-0.37360, -1.99504, 3.57730], [-0.41342, -2.93400, 4.84784], [-5.02256, 0.63195, 0.97523], [-3.51659, 1.11345, 0.99889], [5.03947, -1.38021, -2.87869], [4.56966, -0.07065, -2.16936], [0.93807, 4.27468, 1.44024], [0.11144, 4.95074, 0.43518], [-0.23977, -4.37930, 0.38659], [1.12651, -4.13609, 0.46434], [0.54589, 3.00406, 3.03306], [-0.93312, 2.68806, 3.56237], [-0.30280, 0.16855, -0.71266], [-0.51025, -0.86975, -4.26273], [3.01476, 2.02148, -2.82795], [1.30579, 1.49432, 3.27341], [-3.99131, -1.55281, -1.49324], [2.89321, -0.34453, 0.77804], [-2.48662, 1.17934, 3.34216], [-1.32416, 1.76392, -3.40735], [-0.00563, -2.78658, -1.98191], [-0.91479, -2.22008, 4.32280], [-4.08019, 0.36494, 0.95549], [5.17761, -0.85792, -2.16211], [0.44714, 4.02353, 0.65785], [0.49372, -4.57368, -0.16430], [-0.33422, 3.23097, 3.01013]], "e_lumo_ev": -0.9225}

---

Q: Which of them is the least stable? A: run R.

---

Run P
{"formula": "C6H9ClO", "method": "wB97M-V/def2-TZVPD", "elements": ["C", "C", "C", "C", "C", "C", "H", "H", "H", "H", "H", "H", "H", "H", "H", "O", "Cl"], "positions_angstrom": [[-1.58013, -0.27613, -0.46700], [-1.08697, 1.17138, -0.43397], [0.08067, 0.65161, 0.50505], [-0.79450, -0.61188, 0.79403], [1.34438, 0.36700, -0.29677], [2.20374, -0.77258, 0.07930], [-1.23941, -0.84329, -1.36984], [-0.76520, 1.49588, -1.39477], [-1.80556, 1.90412, -0.03580], [0.32974, 1.24551, 1.35696], [-1.42494, -0.42830, 1.65745], [-0.32479, -1.59363, 0.89753], [1.85656, 1.27884, -0.70836], [1.89178, -1.38414, 0.89865], [3.27388, -0.85582, -0.12581], [1.41304, -0.81701, -1.07643], [-3.37229, -0.53158, -0.28021]], "smiles": "Cl[C@H]1C[C@H]([C@H]2CO2)C1", "e_lumo_ev": 1.0188}

---

Run Q
{"formula": "C6H9ClO", "method": "wB97M-V/def2-TZVPD", "elements": ["C", "C", "C", "C", "C", "C", "H", "H", "H", "H", "H", "H", "H", "H", "H", "O", "Cl"], "positions_angstrom": [[2.12479, -0.57377, 1.06082], [0.60418, -0.48185, 1.19307], [0.03234, 0.43122, 0.09610], [-2.06588, 1.07764, -0.78546], [-1.51257, 0.06119, -1.66263], [-0.26253, -0.30988, -1.23852], [2.34951, -1.12319, 1.98583], [2.59729, 0.58345, 1.10829], [2.74866, -1.30834, 0.40573], [0.22764, 0.09049, 2.15460], [0.04121, -1.53086, 1.29024], [1.10174, 0.88540, 0.06368], [-3.12869, 0.75271, -0.32834], [-2.35616, 2.02965, -1.33187], [-2.25982, -0.42085, -2.42155], [-1.03185, 1.38696, 0.20209], [0.79011, -1.54996, -1.79208]], "smiles": "CC[C@@H]1OCC=C1Cl", "e_lumo_ev": 0.9323}

---

Run R
{"formula": "C6H9ClO", "method": "wB97M-V/def2-TZVPD", "elements": ["C", "C", "C", "C", "C", "C", "H", "H", "H", "H", "H", "H", "H", "H", "H", "O", "Cl"], "positions_angstrom": [[-0.10811, 0.54081, 0.08068], [-0.71919, -0.21000, -1.13617], [-1.67300, -0.93150, -0.13925], [-1.41894, 0.19099, 0.91176], [1.18308, 0.01436, 0.64726], [2.42803, 0.25817, -0.11543], [-0.05308, -0.77451, -1.76904], [-1.16980, 0.53146, -1.79841], [-1.17738, -1.87084, 0.09435], [-2.71326, -1.15161, -0.38941], [-2.16219, 0.99242, 0.80001], [-1.15623, 0.03131, 1.96669], [1.16263, -0.09105, 1.74687], [2.38536, 0.85151, -1.03254], [3.36352, 0.31823, 0.39012], [1.77928, -1.03541, -0.11297], [0.04927, 2.33566, -0.14453]], "smiles": "ClC1([C@@H]2CO2)CCC1", "e_lumo_ev": 0.9798}

---

Q: Which of them is the least stable? A: run Q.

---

Run P
{"formula": "C6H9ClO", "method": "wB97M-V/def2-TZVPD", "elements": ["C", "C", "C", "C", "C", "C", "H", "H", "H", "H", "H", "H", "H", "H", "H", "O", "Cl"], "positions_angstrom": [[-2.16657, -0.17817, 0.41987], [-1.12192, 0.73832, -0.12206], [-1.25249, 2.06478, -0.39974], [0.66977, -0.64844, 0.66130], [2.00312, -1.07674, 0.11738], [2.63307, -0.47522, -0.87253], [-3.10630, 0.44525, 0.49126], [-1.94935, -0.60919, 1.39959], [-0.32243, 2.47610, -0.79799], [-2.14033, 2.58260, -0.23932], [0.09814, -1.58333, 0.80817], [0.70308, -0.06084, 1.56718], [2.49861, -1.87794, 0.61247], [2.29665, 0.46408, -1.39907], [3.54588, -0.88384, -1.23859], [0.09198, 0.17285, -0.36931], [-2.48089, -1.55028, -0.63863]], "smiles": "C=CCOC(=C)CCl", "e_lumo_ev": 0.8863}

---

Run Q
{"formula": "C6H9ClO", "method": "wB97M-V/def2-TZVPD", "elements": ["C", "C", "C", "C", "C", "C", "H", "H", "H", "H", "H", "H", "H", "H", "H", "O", "Cl"], "positions_angstrom": [[0.53278, -2.03056, -1.20279], [0.96815, -0.46342, -0.88302], [-0.18519, 0.43575, -0.60885], [-0.14780, 2.16823, 1.01609], [-0.49599, 0.92890, 1.60772], [-0.78542, -0.14990, 0.77605], [1.22925, -3.17564, -0.93128], [0.30372, -1.88940, -2.48114], [-0.57613, -2.48185, -0.65761], [1.54172, 0.05304, -1.59111], [1.44450, -0.52376, 0.27689], [-1.06981, 0.41839, -1.34996], [0.69075, 2.69308, 1.55908], [-0.94768, 2.98052, 0.95850], [-1.07535, 0.89278, 2.64112], [0.20771, 1.80052, -0.32851], [-1.63521, -1.65667, 1.19881]], "e_lumo_ev": 0.7777}

---

Q: Which of them is the least stable? A: run Q.

---

Run P
{"formula": "C3H7NOS", "method": "wB97M-V/def2-TZVPD", "elements": ["C", "C", "C", "N", "O", "S", "H", "H", "H", "H", "H", "H", "H"], "positions_angstrom": [[-2.51415, -0.67336, 1.41121], [0.84664, 0.73824, 0.80640], [-2.25814, -0.34845, 0.31993], [0.74921, -0.58069, -1.40989], [2.66169, 1.06813, -1.29436], [1.19295, 0.96895, -1.05956], [-2.66830, -1.13063, 2.28573], [1.57382, 0.14690, 1.26678], [-0.05869, 0.03509, 0.99658], [0.83595, 1.68881, 1.26819], [-2.06801, -0.28531, -0.70176], [0.08612, -0.56214, -2.24094], [1.62091, -1.06553, -1.64832]], "e_lumo_ev": 0.6480}

---

Run Q
{"formula": "C3H7NOS", "method": "wB97M-V/def2-TZVPD", "elements": ["C", "C", "C", "H", "H", "H", "H", "H", "H", "H", "N", "O", "S"], "positions_angstrom": [[0.70783, 1.23229, 0.85073], [-0.19933, -1.62741, 0.13194], [-0.78916, 0.32410, -1.32312], [0.44153, 0.47855, 1.74620], [-0.07460, 1.93125, 0.60802], [1.59056, 1.92896, 1.25941], [0.48039, -1.50753, 1.18899], [-1.46656, -1.64268, 0.52234], [0.29571, -2.49187, -0.70711], [0.04527, 1.32084, -1.35831], [0.00497, -0.32256, -0.48769], [1.00326, 0.50251, -0.22376], [-2.03987, -0.12644, -2.20763]], "smiles": "CON(C)C=S", "e_lumo_ev": 0.5916}

---

Run R
{"formula": "C3H7NOS", "method": "wB97M-V/def2-TZVPD", "elements": ["C", "C", "S", "C", "N", "O", "H", "H", "H", "H", "H", "H", "H"], "positions_angstrom": [[-0.26085, -0.26032, -0.10394], [-0.80501, 1.19417, 0.03694], [-2.40128, 1.47165, -0.53118], [1.19395, -0.62409, -0.00723], [1.51527, -1.79983, 0.57849], [2.12092, 0.28113, -0.14728], [-0.72033, -0.52296, -1.17316], [-0.67551, -0.96020, 0.59803], [-0.25705, 1.86845, -0.56460], [-0.67496, 1.58868, 1.03553], [-2.45455, 2.02020, -1.71599], [2.46412, -2.08400, 0.61500], [0.95527, -2.17287, 1.37939]], "smiles": "NC(=O)CCS", "e_lumo_ev": 0.7196}

---

Q: Which of them is the least stable? A: run Q.

---

Run P
{"formula": "C4H8Cl2", "method": "wB97M-V/def2-TZVPD", "elements": ["C", "C", "C", "C", "H", "H", "H", "H", "H", "H", "H", "H", "Cl", "Cl"], "positions_angstrom": [[0.98960, -1.33337, -0.05641], [0.51309, 0.16600, 0.32138], [1.09678, 0.78060, -0.82519], [-1.04825, 0.09407, 0.39673], [2.15832, -1.32269, -0.19961], [0.68745, -1.87707, 0.81336], [0.74008, -1.70023, -1.06879], [0.64442, 0.53634, 1.52888], [0.86006, 1.89610, -0.82768], [2.27241, 0.47188, -0.89895], [-1.38533, 1.16279, 0.08667], [-1.76049, -0.45639, -0.08577], [0.23511, 0.20201, -2.19203], [-1.03065, -0.02286, 2.28808]], "smiles": "CC(CCl)CCl", "e_lumo_ev": 0.7931}

---

Run Q
{"formula": "C4H8Cl2", "method": "wB97M-V/def2-TZVPD", "elements": ["C", "C", "C", "C", "H", "H", "H", "H", "H", "H", "H", "H", "Cl", "Cl"], "positions_angstrom": [[2.42907, 1.24927, 0.50854], [2.54454, -0.04587, -0.27208], [-1.79939, -0.64915, 0.51397], [-0.71208, -0.56753, 1.26766], [1.84460, 1.98697, -0.04260], [1.95054, 1.08201, 1.47678], [3.42864, 1.66244, 0.68238], [3.12199, -0.79460, 0.27276], [3.01205, 0.11030, -1.24651], [-2.39235, -1.54487, 0.40451], [-0.14081, 0.34674, 1.36068], [-0.37581, -1.43968, 1.81621], [0.93348, -0.76666, -0.58596], [-2.41711, 0.68845, -0.40421]], "smiles": "C=CCl.CCCl", "e_lumo_ev": 0.8924}

---

Q: Which of them is the least stable? A: run P.